No. 1
{
  "formula": "C22H35BrMoO2P2",
  "method": "wB97M-V/def2-TZVPD",
  "multiplicity": 3,
  "s_squared": 2.43,
  "total_charge": 2,
  "e_homo_ev": [-12.76, -12.90],
  "lumo_energy_ev": [-5.992, -5.823],
  "homo_lumo_gap_ev": [6.76, 7.08],
  "elements": ["P", "P", "C", "C", "H", "H", "H", "H", "C", "H", "H", "H", "C", "H", "H", "H", "C", "H", "H", "H", "C", "H", "H", "H", "Mo", "C", "C", "C", "C", "C", "C", "C", "C", "C", "H", "H", "H", "H", "H", "H", "H", "H", "H", "H", "H", "H", "H", "H", "H", "Br", "C", "C", "C", "C", "C", "C", "C", "O", "O", "H", "H", "H", "H"],
  "positions_angstrom": [[-0.61730, 0.75777, -3.14894], [2.00724, -2.05965, -1.78938], [0.75057, -0.23567, -3.88516], [1.06806, -1.68128, -3.39991], [1.66512, 0.38890, -3.90455], [0.46399, -0.30949, -4.95581], [0.13918, -2.27750, -3.43080], [1.72673, -2.11472, -4.17630], [3.70537, -1.90950, -2.44800], [4.42723, -2.03824, -1.62492], [3.88070, -0.94108, -2.94777], [3.78435, -2.73191, -3.17127], [1.76049, -3.82338, -1.61007], [2.51861, -4.27543, -2.25696], [0.75865, -4.11395, -1.94592], [1.93051, -4.11731, -0.57168], [-0.54928, 2.21887, -4.24176], [-1.31481, 2.95059, -3.94378], [-0.72318, 1.91175, -5.28652], [0.44259, 2.69443, -4.17533], [-2.17524, -0.08065, -3.51700], [-2.16456, -1.13083, -3.19125], [-2.36281, -0.07459, -4.60067], [-3.02459, 0.41839, -3.03088], [-2.44838, 0.03664, 1.37061], [2.20579, -1.36649, -0.06869], [2.41731, 0.08471, -0.01365], [2.30513, 0.87658, -1.21251], [1.30257, 2.04374, -1.23208], [-0.11578, 1.48934, -1.57017], [-0.70679, 0.40730, -0.73409], [-0.33716, -1.00434, -0.50369], [0.72969, -1.34793, 0.57998], [-4.48581, 0.83708, 1.09748], [2.87001, -1.91041, 0.63542], [2.97894, 0.48936, 0.82612], [1.94882, 0.20583, -2.01804], [3.29945, 1.28013, -1.50294], [1.23987, 2.56891, -0.25929], [1.58090, 2.80522, -2.00510], [-0.82066, 2.34121, -1.45922], [-1.84967, 0.57630, -0.61384], [-0.05578, -1.48396, -1.48405], [-1.24289, -1.60007, -0.18554], [0.67898, -0.60731, 1.39750], [0.47987, -2.32546, 1.02688], [-4.90843, 0.22594, 1.93215], [-5.14384, 0.73398, 0.21922], [-4.45039, 1.90242, 1.42202], [-1.89717, -1.83087, 5.82026], [-1.31687, -0.06051, 6.08014], [-1.06547, 0.38813, 7.38910], [-0.59834, 1.69126, 7.62965], [-0.49082, 2.59488, 6.55675], [-0.81795, 2.18603, 5.26525], [-1.21543, 0.86886, 5.01528], [-1.73335, 0.51698, 3.67032], [-2.29270, 1.43991, 2.95476], [-1.61926, -0.68818, 3.18530], [-1.20168, -0.29110, 8.23244], [-0.36256, 2.00352, 8.64911], [-0.12129, 3.60587, 6.73471], [-0.83649, 2.89096, 4.42709]]
}

No. 2
{
  "formula": "C22H35BrO2P2Sr",
  "method": "wB97M-V/def2-TZVPD",
  "total_charge": 0,
  "e_homo_ev": [-5.47, -5.52],
  "relative_energy_ev": 10.0317,
  "lumo_energy_ev": [-1.043, -1.021],
  "homo_lumo_gap_ev": [4.43, 4.50],
  "elements": ["P", "P", "C", "C", "H", "H", "H", "H", "C", "H", "H", "H", "C", "H", "H", "H", "C", "H", "H", "H", "C", "H", "H", "H", "Sr", "C", "C", "C", "C", "C", "C", "C", "C", "C", "H", "H", "H", "H", "H", "H", "H", "H", "H", "H", "H", "H", "H", "H", "H", "Br", "C", "C", "C", "C", "C", "C", "C", "O", "O", "H", "H", "H", "H"],
  "positions_angstrom": [[1.02780, -1.89933, -1.93445], [0.47454, -1.33701, 1.75924], [1.59662, -2.75892, -0.39421], [0.43891, -2.81675, 0.60204], [2.47127, -2.19972, -0.03448], [1.91536, -3.79245, -0.62916], [-0.56848, -2.75476, 0.12324], [0.46435, -3.78567, 1.12098], [2.10712, -0.60540, 1.75730], [2.04111, 0.24281, 2.43145], [2.26255, -0.12835, 0.79231], [2.96106, -1.22825, 2.04220], [0.53134, -2.36258, 3.29039], [1.47152, -2.97511, 3.18428], [-0.34611, -3.06050, 3.31048], [0.49570, -1.66155, 4.16476], [2.70098, -2.18185, -2.89799], [2.51565, -2.01217, -3.96960], [3.10233, -3.18629, -2.69338], [3.46285, -1.44029, -2.60798], [0.62607, -3.57961, -2.79213], [-0.39203, -3.91584, -2.54526], [1.36845, -4.34928, -2.51432], [0.61658, -3.43735, -3.88257], [-2.00235, -1.46673, 1.54498], [0.92271, 1.04381, -1.64681], [1.86849, 0.05670, -2.13349], [2.16659, 0.63144, -3.50528], [0.85971, 0.66809, -4.31862], [0.30758, -0.66899, -4.33598], [-0.33133, -1.23789, -3.20351], [-1.23342, -0.32171, -2.39948], [-0.49756, 0.78629, -1.56301], [-3.26819, 0.83819, -0.23764], [1.40576, 1.87612, -1.11314], [2.82071, -0.07459, -1.58000], [2.96573, 0.13421, -4.06920], [2.48472, 1.65161, -3.27130], [0.16856, 1.42898, -3.92642], [1.07814, 0.95367, -5.34957], [0.31109, -1.27815, -5.24259], [-0.93673, -2.09961, -3.50565], [-1.85896, -0.90040, -1.67235], [-1.95856, 0.13018, -3.10838], [-0.97085, 1.75385, -1.79843], [-0.78648, 0.62274, -0.50736], [-4.11825, 0.47272, 0.35566], [-3.43556, 0.84008, -1.32263], [-2.89138, 1.80171, 0.11923], [-0.25180, 1.24161, 5.22983], [-1.29384, 2.79461, 4.92476], [-1.37389, 3.81570, 5.88547], [-2.09623, 5.00083, 5.63335], [-2.60491, 5.19716, 4.34585], [-2.50726, 4.19610, 3.36748], [-1.93883, 2.93409, 3.68234], [-1.80819, 1.77611, 2.68289], [-0.90355, 1.91755, 1.81861], [-2.57046, 0.74271, 2.83035], [-0.88188, 3.69346, 6.83558], [-2.19396, 5.76646, 6.40780], [-3.12397, 6.13138, 4.11330], [-2.86691, 4.37611, 2.35025]]
}